10
Properties=species:S:1:pos:R:3 method="wB97M-V/def2-TZVPD" e_homo_ev=-1.68 charge=-1 orbital_gap_ev=4.681
O 2.2475 -0.2518 1.8286
H 2.7822 -0.4917 2.5830
C 0.0594 -0.2058 -1.6313
C -0.9787 0.2351 -0.8937
O -1.0416 0.2560 0.4320
H 0.9447 -0.6624 -1.1780
H 0.0028 -0.1768 -2.7196
H -1.9113 0.5049 -1.4164
Ca -2.6796 0.9750 1.6699
Li 0.5747 -0.1824 1.3256